P) 10
Properties=species:S:1:pos:R:3:nbo_charge:R:1 method="wB97M-V/def2-TZVPD" spin_multiplicity=1 lumo_ev=0.9 homo_ha=-0.3589 homo_lumo_gap_ev=10.63
O 2.29 -0.14 1.22 -0.476
C 1.67 -0.12 0.28 0.791
N 0.99 -1.00 -0.50 -0.471
N 0.82 0.36 -0.71 -0.348
C -0.50 0.85 -0.23 0.174
N -1.13 -0.13 0.23 -0.154
O -2.35 0.13 0.87 -0.548
H 1.74 -1.29 -1.25 0.356
H -0.70 1.89 -0.30 0.202
H -2.82 -0.53 0.40 0.474

Q) 10
Properties=species:S:1:pos:R:3:nbo_charge:R:1 method="wB97M-V/def2-TZVPD" spin_multiplicity=1 lumo_ev=0.5 homo_ha=-0.3628 homo_lumo_gap_ev=10.40
N -1.82 0.17 -0.10 -0.843
C -0.48 -0.20 0.00 0.480
N -0.01 -1.40 0.11 -0.165
O 1.38 -1.25 0.13 -0.335
C 1.73 0.07 0.03 0.847
O 2.85 0.49 0.00 -0.585
N 0.52 0.74 -0.03 -0.629
H -2.31 -0.45 -0.74 0.397
H -2.28 0.11 0.81 0.393
H 0.42 1.72 -0.21 0.439

R) 10
Properties=species:S:1:pos:R:3:nbo_charge:R:1 method="wB97M-V/def2-TZVPD" spin_multiplicity=1 lumo_ev=0.2 homo_ha=-0.3654 homo_lumo_gap_ev=10.16
O -2.32 -0.52 -0.11 -0.541
C -1.19 -0.16 0.00 0.721
N -0.79 1.27 -0.03 -0.449
C 0.48 1.17 0.04 0.245
N 1.04 -0.09 0.38 -0.028
O 2.21 -0.35 -0.31 -0.536
N -0.02 -0.93 -0.02 -0.496
H 1.08 2.04 0.03 0.206
H 2.65 -1.08 0.21 0.480
H -0.21 -1.75 0.61 0.398

S) 10
Properties=species:S:1:pos:R:3:nbo_charge:R:1 method="wB97M-V/def2-TZVPD" spin_multiplicity=1 lumo_ev=0.5 homo_ha=-0.3511 homo_lumo_gap_ev=10.08
H 0.96 0.88 -2.42 0.368
N 1.33 0.37 -1.52 -0.632
C 0.41 0.40 -0.68 0.617
O -0.80 1.13 -0.51 -0.481
C -1.27 0.79 0.68 0.320
N -0.73 -0.26 1.31 -0.275
N 0.54 -0.37 0.62 -0.071
O 0.45 -1.83 0.33 -0.548
H -2.31 1.35 0.59 0.224
H 1.39 -1.99 0.43 0.477

Quick one: least stable of them? P)

P) 16
Properties=species:S:1:pos:R:3:nbo_charge:R:1 method="wB97M-V/def2-TZVPD" spin_multiplicity=1 lumo_ev=0.7 homo_ha=-0.3665 homo_lumo_gap_ev=10.66
C -0.11 1.00 -1.53 -0.649
C -0.37 -0.29 -0.75 0.107
O -0.17 -1.47 -1.53 -0.714
C 0.62 -0.28 0.41 -0.521
C 0.20 0.79 1.40 0.685
N -1.08 0.64 1.90 -0.850
O 0.91 1.71 1.73 -0.582
H 0.70 0.80 -2.23 0.223
H 0.23 1.79 -0.85 0.229
H -0.99 1.36 -2.07 0.210
H -1.40 -0.31 -0.36 0.144
H -0.91 -1.52 -2.15 0.469
H 0.69 -1.24 0.93 0.234
H 1.61 -0.02 0.03 0.235
H -1.17 0.76 2.90 0.402
H -1.66 -0.10 1.52 0.378

Q) 16
Properties=species:S:1:pos:R:3:nbo_charge:R:1 method="wB97M-V/def2-TZVPD" spin_multiplicity=1 lumo_ev=0.9 homo_ha=-0.3165 homo_lumo_gap_ev=9.49
C -1.24 -0.10 -1.62 -0.471
N -1.79 0.09 -0.27 -0.620
C -1.36 -0.26 0.93 0.241
O -0.17 -0.78 1.28 -0.516
C 0.99 -0.81 0.43 -0.116
C 1.72 0.52 0.51 -0.089
O 0.99 1.59 -0.06 -0.718
H -1.99 0.25 -2.33 0.211
H -0.34 0.50 -1.73 0.233
H -1.02 -1.15 -1.84 0.191
H -2.57 -0.41 0.58 0.431
H 1.62 -1.60 0.84 0.201
H 0.74 -1.06 -0.60 0.186
H 1.97 0.73 1.56 0.173
H 2.66 0.45 -0.06 0.187
H 0.21 1.74 0.49 0.476

R) 16
Properties=species:S:1:pos:R:3:nbo_charge:R:1 method="wB97M-V/def2-TZVPD" spin_multiplicity=1 lumo_ev=0.6 homo_ha=-0.3277 homo_lumo_gap_ev=9.49
C -1.46 0.27 -1.00 0.526
C 0.47 -0.53 -1.29 -0.275
C 0.98 -0.25 1.60 -0.657
C 1.14 0.78 0.49 -0.199
O -2.20 -0.85 -0.75 -0.697
O -1.33 1.15 -0.07 -0.658
N 1.17 0.49 -0.82 -0.325
H -2.36 -0.89 0.21 0.485
H -0.19 1.22 0.31 0.409
H -1.56 0.59 -2.04 0.165
H 0.51 -0.69 -2.37 0.197
H 0.25 -1.42 -0.70 0.178
H 1.73 1.65 0.76 0.201
H 1.87 -0.88 1.67 0.222
H 0.12 -0.91 1.46 0.204
H 0.85 0.25 2.56 0.225

S) 16
Properties=species:S:1:pos:R:3:nbo_charge:R:1 method="wB97M-V/def2-TZVPD" spin_multiplicity=1 lumo_ev=0.8 homo_ha=-0.3200 homo_lumo_gap_ev=9.53
C -2.61 0.57 0.20 -0.268
O -1.25 0.85 -0.19 -0.363
N -0.37 -0.17 -0.14 0.202
O -1.23 -1.60 0.02 -0.651
C 0.91 -0.16 -0.02 0.290
C 1.55 1.25 -0.11 -0.613
C 1.53 -1.49 0.09 -0.638
H -3.34 1.23 -0.40 0.193
H -2.62 0.75 1.22 0.189
H -3.00 -0.39 -0.32 0.256
H 0.86 1.94 -0.26 0.229
H 2.04 1.43 0.73 0.218
H 2.34 1.09 -0.98 0.222
H 2.56 -1.38 0.68 0.217
H 0.83 -2.10 0.46 0.277
H 1.80 -1.82 -0.99 0.240

Quick one: least stable of them? S)

P) 16
Properties=species:S:1:pos:R:3:nbo_charge:R:1 method="wB97M-V/def2-TZVPD" spin_multiplicity=1 lumo_ev=0.5 homo_ha=-0.2625 homo_lumo_gap_ev=7.64
C 1.96 1.22 -0.56 -0.276
C 0.76 -0.85 0.30 0.383
O 1.05 0.12 -0.85 -0.583
N 1.40 -0.68 1.37 -0.642
H 1.39 -1.49 1.99 0.374
H 0.34 -1.75 -0.14 0.193
H 1.35 2.05 -0.22 0.204
H 2.48 1.45 -1.48 0.198
H 2.72 1.03 0.19 0.221
C -2.47 -0.60 -0.17 -0.743
C -1.30 0.31 0.14 0.257
O -1.34 1.18 0.99 -0.593
H -0.09 0.50 -0.77 0.348
H -2.44 -0.84 -1.24 0.213
H -3.42 -0.11 0.06 0.226
H -2.38 -1.53 0.39 0.221

Q) 16
Properties=species:S:1:pos:R:3:nbo_charge:R:1 method="wB97M-V/def2-TZVPD" spin_multiplicity=1 lumo_ev=0.7 homo_ha=-0.3243 homo_lumo_gap_ev=9.56
C -2.57 -0.20 0.45 -0.404
N -1.36 -0.58 -0.23 -0.630
C -0.18 0.08 0.21 -0.344
C 0.65 0.70 -0.87 0.793
O 0.25 1.16 -1.91 -0.568
O 1.95 0.64 -0.52 -0.519
C 2.49 -0.21 0.59 -0.273
H -2.44 -0.34 1.53 0.187
H -3.37 -0.87 0.13 0.203
H -2.88 0.85 0.28 0.168
H -1.43 -0.55 -1.23 0.377
H 0.50 -0.63 0.63 0.195
H -0.33 0.86 0.98 0.212
H 3.00 0.49 1.23 0.204
H 3.12 -0.92 0.07 0.204
H 1.89 -0.84 1.29 0.196

R) 16
Properties=species:S:1:pos:R:3:nbo_charge:R:1 method="wB97M-V/def2-TZVPD" spin_multiplicity=1 lumo_ev=0.9 homo_ha=-0.3570 homo_lumo_gap_ev=10.60
C 1.31 -1.18 -1.44 -0.590
C 1.81 -0.13 -0.44 -0.245
N 0.70 0.82 -0.32 -0.650
C -0.32 0.35 0.58 0.885
O -0.39 -0.73 1.12 -0.628
O -1.24 1.31 0.72 -0.499
C -2.41 0.93 1.44 -0.259
H 0.44 -1.74 -1.06 0.226
H 0.83 -0.43 -2.32 0.160
H 2.09 -1.95 -1.68 0.221
H 2.15 -0.59 0.48 0.223
H 2.65 0.43 -0.88 0.195
H 0.28 0.79 -1.41 0.382
H -3.07 1.79 1.42 0.195
H -2.89 0.07 0.97 0.190
H -2.17 0.66 2.47 0.195

S) 16
Properties=species:S:1:pos:R:3:nbo_charge:R:1 method="wB97M-V/def2-TZVPD" spin_multiplicity=1 lumo_ev=0.9 homo_ha=-0.2896 homo_lumo_gap_ev=8.76
C 1.24 -1.14 -0.66 -0.676
C 1.13 -0.50 0.51 0.510
N 2.17 0.04 1.23 -0.822
O -0.04 -0.40 1.20 -0.500
C -1.24 -0.46 0.43 -0.078
C -1.40 0.68 -0.59 -0.094
O -0.92 1.87 0.00 -0.717
H 2.14 -1.06 -1.26 0.207
H 0.47 -1.82 -0.99 0.203
H 2.00 0.83 1.83 0.395
H 3.08 -0.02 0.80 0.388
H -1.33 -1.41 -0.10 0.179
H -2.04 -0.41 1.17 0.196
H -0.86 0.44 -1.52 0.176
H -2.47 0.75 -0.83 0.162
H -0.97 2.56 -0.67 0.471

Quick one: least stable of them? P)